# C3H4AgO3

C3H4AgO3 as an isolated structure at a distorted geometry (ωB97M-V/def2-TZVPD, OMol25).

Cartesian coordinates (Å):
H: 0.017192 1.718804 0.695692
O: -1.900323 -0.652671 -2.251758
O: -0.632298 0.005085 1.665941
C: 0.353328 0.700831 0.993271
C: 0.882367 0.011284 -0.262204
O: -0.012657 0.010258 -1.376327
C: -1.148005 -0.769853 -1.287059
H: 1.246440 0.855017 1.637963
H: 1.164613 -1.027548 -0.015077
H: 1.784025 0.531432 -0.615117
Ag: -1.754682 -1.382639 0.814673

Atomic forces in eV per Å
H 0.02 -0.19 0.00
O 1.00 -0.93 1.97
O 1.18 1.24 0.39
C -0.12 0.15 -0.07
C 0.32 -0.40 0.06
O 0.07 -0.22 0.48
C -0.98 1.53 -1.84
H -0.17 -0.11 -0.03
H -0.12 0.26 -0.02
H -0.25 -0.05 0.01
Ag -0.94 -1.27 -0.95

## Properties
- Net charge: -1
- Gap between HOMO and LUMO (spin up / spin down): 0.1912 / 0.2728 hartree
- Multiplicity: 3
- E_tot: -13314.716 eV
- ΔE to the lowest compared entry with this formula, charge and spin: 0.00 kcal per mole



# C3H4AlFO3

C3H4AlFO3 as an isolated structure at a distorted geometry (ωB97M-V/def2-TZVPD, OMol25).

Cartesian coordinates (Å):
C: -1.756615 -0.537651 0.914763
C: -0.634143 0.205276 0.872549
H: -2.176024 -0.877004 -0.034674
H: -2.067180 -1.022511 1.844260
F: -0.032860 0.568259 2.009389
H: -0.166940 0.728214 0.028850
Al: -3.259359 1.158940 1.030194
O: 2.631339 0.251593 -2.068521
C: 1.663738 0.078147 -1.099632
O: 1.917282 -0.731742 -0.190249
O: 0.557348 0.578543 -1.396984
H: 3.323416 -0.400067 -1.909946

Atomic forces in eV per Å
C 0.62 -0.30 -0.15
C -0.13 0.85 1.41
H 0.11 -0.07 0.14
H 0.09 0.00 -0.19
F -0.39 -0.46 -0.26
H -0.85 -0.49 0.52
Al -0.62 0.55 0.12
O -1.45 0.19 1.84
C 2.01 -0.10 -4.82
O -0.99 0.42 0.85
O 1.09 -0.43 0.59
H 0.53 -0.16 -0.05

## Properties
- Net charge: +1
- Gap between HOMO and LUMO (spin up / spin down): 0.3233 / 0.2157 hartree
- Multiplicity: 2
- E_tot: -18621.988 eV
- ΔE to the lowest compared entry with this formula, charge and spin: 10.08 kcal per mole